{
  "formula": "C4H6N5",
  "method": "the ωB97M-V functional and the def2-TZVPD basis",
  "species": ["C", "C", "C", "C", "N", "N", "N", "N", "N", "H", "H", "H", "H", "H", "H"],
  "positions_angstrom": [[2.421693, -0.961041, -0.297571], [0.999117, 0.664259, 0.185029], [-1.710791, 0.992507, -0.291004], [-0.277948, -0.909726, 0.225547], [3.000155, 0.205254, -0.195091], [2.217937, 1.228667, 0.054790], [1.134283, -0.687614, -0.016129], [-0.539839, 0.514416, 0.521064], [-2.835693, 0.514246, -0.067932], [2.738539, -1.976515, -0.505188], [-1.377915, 1.624396, -1.037083], [-0.844614, -1.245055, -0.632596], [-0.533314, -1.523874, 1.081781], [-0.809997, 0.682435, 1.540139], [-3.581607, 0.877645, -0.565749]],
  "atomic_forces_ev_per_a": [[-1.564, 0.053, 0.636], [1.463, -1.602, -0.575], [8.248, 1.719, 1.623], [-0.416, -2.474, 0.337], [2.739, -0.366, -1.006], [-2.564, 1.157, 0.881], [-2.555, 1.397, 0.495], [-0.400, 0.972, 0.845], [-3.671, -2.279, 0.144], [0.619, 0.524, 0.012], [-0.093, 1.041, -2.059], [-0.016, 0.067, -0.228], [0.242, -0.260, 0.167], [1.035, -0.276, -1.164], [-3.068, 0.326, -0.109]],
  "lowdin_charge": [-0.06, -0.13, -0.21, -0.04, 0.03, 0.10, 0.03, 0.07, 0.30, 0.15, 0.13, 0.15, 0.15, 0.22, 0.11],
  "spin_multiplicity": 3,
  "lumo_energy_ev": [-3.67, -8.58],
  "total_energy_ev": -11679.4648,
  "charge": 1,
  "homo_energy_ev": [-11.719, -14.185]
}

{
  "formula": "C10H15N3S",
  "method": "the ωB97M-V functional and the def2-TZVPD basis",
  "species": ["C", "C", "C", "C", "C", "C", "C", "C", "C", "C", "N", "N", "N", "S", "H", "H", "H", "H", "H", "H", "H", "H", "H", "H", "H", "H", "H", "H", "H"],
  "positions_angstrom": [[-1.571158, -2.604743, 0.953398], [0.745713, -2.193571, 0.884059], [-1.963826, -1.693340, 0.074098], [-0.469653, -0.635482, -0.296389], [1.392410, 2.287783, 0.720030], [1.425378, 3.522446, 0.005313], [0.266451, 2.544530, -0.197454], [-0.339519, 2.133609, -2.585060], [0.017767, -4.110235, 2.065362], [0.167368, 1.533342, -1.349688], [0.642082, -1.011272, 0.285795], [-0.291131, -2.921097, 1.324994], [-0.708980, 0.393410, -1.059976], [-3.330025, -1.328723, -0.776935], [-2.394219, -3.303737, 1.347332], [1.693883, -2.467175, 1.139853], [2.160178, 1.503382, 0.537393], [1.277450, 2.301886, 1.800024], [1.201435, 4.241307, 0.701538], [2.048561, 3.591123, -0.809941], [-0.782356, 2.738772, 0.240929], [-1.274756, 2.637239, -2.383065], [-0.380280, 1.515292, -3.528372], [0.398309, 2.980956, -2.781904], [-0.450179, -5.071011, 1.805352], [1.076039, -4.214881, 1.820382], [-0.040999, -3.824436, 3.098176], [1.130031, 1.017596, -1.542174], [-1.645976, 0.437032, -1.493071]],
  "atomic_forces_ev_per_a": [[-2.657, -2.604, 1.609], [-3.445, 1.577, 0.065], [3.431, 3.661, -2.406], [-3.919, -3.179, 1.353], [1.671, -3.302, 2.311], [-1.809, -1.084, -0.718], [-1.878, -1.104, 0.668], [1.284, 2.199, -2.280], [1.540, -0.233, 0.042], [1.098, -1.429, 0.256], [0.986, 0.370, -0.828], [0.974, 0.959, -1.857], [-0.452, 0.465, 0.492], [-0.352, 0.135, 0.089], [1.542, 0.976, -0.443], [2.326, -1.069, 0.737], [-0.936, 0.412, -0.501], [-0.383, 0.355, -0.063], [-0.290, 2.643, 0.497], [1.519, 0.845, -1.405], [1.891, -0.013, -0.596], [-0.527, -0.026, -0.211], [-0.059, 0.361, 1.284], [-1.004, -0.876, -0.180], [-0.438, 0.831, -0.061], [0.039, -0.634, 0.521], [-0.325, -0.574, 0.736], [0.002, 0.780, 0.230], [0.171, -0.443, 0.660]],
  "lowdin_charge": [-0.18, -0.12, -0.72, -0.22, -0.20, -0.09, -0.21, -0.07, -0.02, -0.38, 0.12, -0.13, 0.07, 0.52, 0.15, 0.10, 0.11, 0.11, 0.09, 0.09, 0.17, 0.08, 0.11, 0.11, 0.11, 0.09, 0.10, 0.15, 0.08],
  "spin_multiplicity": 1,
  "lumo_energy_ev": [0.37, 0.37],
  "total_energy_ev": -25915.2304,
  "homo_energy_ev": [-6.926, -6.926]
}

{
  "formula": "C26H33O4Tb",
  "method": "the ωB97M-V functional and the def2-TZVPD basis",
  "species": ["O", "C", "C", "H", "H", "C", "H", "H", "C", "H", "H", "H", "C", "H", "H", "H", "Tb", "C", "C", "C", "H", "C", "C", "H", "H", "H", "H", "C", "C", "C", "H", "C", "C", "H", "H", "H", "H", "O", "C", "C", "H", "H", "C", "H", "H", "C", "H", "H", "H", "H", "O", "C", "O", "C", "C", "C", "C", "C", "C", "H", "H", "H", "H", "H"],
  "positions_angstrom": [[2.565814, -0.489262, 0.326889], [2.592731, -2.030916, 0.473343], [3.840463, -2.199221, -0.356688], [1.668656, -2.449803, 0.063953], [2.658513, -2.281912, 1.539309], [3.944931, -0.656957, -0.314367], [3.705338, -2.619233, -1.357380], [4.656838, -2.668060, 0.204356], [3.955021, 0.093262, -1.615201], [2.989558, -0.042935, -2.111997], [4.746154, -0.238307, -2.293474], [4.134359, 1.149628, -1.403568], [5.088992, -0.270368, 0.628787], [4.896678, -0.627916, 1.651149], [5.217980, 0.819321, 0.681345], [6.031267, -0.721550, 0.270471], [0.796814, 0.701702, 0.422273], [0.391185, 2.124707, 3.194296], [-0.657858, 1.174005, 3.130627], [-0.080788, -0.118467, 2.924033], [-1.706572, 1.366267, 3.373121], [1.347013, 0.045864, 2.882597], [1.631209, 1.446055, 3.003851], [2.626350, 1.883272, 3.069195], [0.272631, 3.180799, 3.449403], [-0.606779, -1.076031, 2.945088], [2.078940, -0.764536, 2.937818], [0.150478, 3.528611, -0.419569], [1.320934, 3.449624, 0.387841], [2.285668, 2.647613, -0.292239], [1.478719, 3.991172, 1.316417], [1.677742, 2.210186, -1.532282], [0.358885, 2.741547, -1.586193], [-0.326145, 2.628388, -2.435384], [-0.693753, 4.189838, -0.237422], [3.316930, 2.493419, 0.017623], [2.168488, 1.705981, -2.363713], [-1.889792, -2.801066, -2.812967], [-1.355268, -1.847575, -1.885319], [-0.573895, -2.590548, -0.795030], [-2.199348, -1.371939, -1.357175], [-0.770478, -1.081440, -2.446681], [-1.162170, -4.012494, -0.833308], [-0.728568, -2.096252, 0.169511], [0.495583, -2.590132, -1.072009], [-1.996495, -4.085783, -2.134123], [-1.864287, -4.170178, -0.005096], [-0.364883, -4.764551, -0.862580], [-3.077347, -4.262868, -1.924964], [-1.620691, -4.895010, -2.790694], [-1.722196, 2.310242, 0.768069], [-2.200390, 1.228523, 0.354752], [-1.433631, 0.185566, 0.165074], [-3.676581, 1.164447, 0.065320], [-4.220711, 0.157570, -0.731720], [-5.592618, 0.102321, -1.006201], [-6.445824, 1.086219, -0.489531], [-5.901166, 2.137743, 0.259504], [-4.527264, 2.186420, 0.527560], [-3.552373, -0.586225, -1.155254], [-5.986009, -0.713445, -1.619682], [-7.519011, 1.049954, -0.685162], [-6.548140, 2.928020, 0.643638], [-4.089835, 3.016696, 1.079759]],
  "atomic_forces_ev_per_a": [[3.008, -3.577, -0.738], [-1.157, 0.506, 0.497], [-0.031, 0.752, 0.330], [0.464, 0.221, 0.335], [0.135, 0.188, -0.335], [0.912, -0.090, -0.111], [-0.031, 0.016, 0.280], [-0.210, -0.076, -0.456], [0.146, -0.010, -0.088], [0.342, 0.022, -0.020], [0.019, -0.184, 0.231], [-0.222, -0.089, -0.261], [-0.375, 0.486, 0.205], [0.048, -0.016, -0.305], [-0.035, -0.252, -0.017], [-0.461, 0.196, 0.040], [-3.483, 3.204, 1.984], [0.047, -0.741, -0.071], [0.767, -0.430, 0.367], [0.576, 0.423, 0.452], [0.441, -0.021, -0.509], [-0.437, 0.111, 0.401], [-0.484, -0.535, 0.109], [-0.277, -0.072, -0.077], [0.031, -0.395, -0.405], [0.143, 0.399, -0.087], [-0.282, 0.381, -0.113], [1.053, -0.019, -0.326], [-0.180, -0.031, -0.974], [-0.425, 0.194, -0.822], [-0.055, -0.303, -0.208], [0.230, 0.430, 0.167], [0.372, 0.148, 0.323], [0.274, 0.025, 0.531], [0.164, -0.578, 0.111], [-0.256, 0.041, -0.020], [-0.259, 0.255, 0.376], [0.847, -0.876, 0.564], [-0.899, 0.283, 0.213], [0.225, -0.009, -0.874], [0.751, -0.047, -0.561], [-0.465, -0.529, 0.382], [-0.372, 0.058, -0.234], [0.173, -0.093, -0.121], [-0.581, -0.208, 0.046], [-0.292, 0.437, -0.404], [0.574, -0.128, 0.054], [-0.345, 0.059, 0.335], [0.719, -0.004, -0.074], [-0.301, 0.576, 0.085], [-1.109, -1.669, -0.339], [1.168, 1.281, 0.531], [-0.625, 0.511, -0.470], [-0.482, 0.066, -0.250], [-0.265, -0.099, 0.062], [0.038, 0.222, 0.183], [0.459, -0.038, -0.028], [0.304, -0.140, 0.021], [-0.071, -0.314, -0.161], [-0.447, 0.218, 0.174], [0.111, 0.330, 0.206], [0.322, 0.000, 0.047], [0.167, -0.224, -0.124], [-0.117, -0.244, -0.057]],
  "lowdin_charge": [-0.33, -0.08, -0.06, 0.08, 0.12, -0.48, 0.13, 0.12, -0.02, 0.08, 0.11, 0.08, 0.00, 0.10, 0.09, 0.10, 1.76, -0.15, -0.15, -0.21, 0.11, -0.30, -0.21, 0.10, 0.11, 0.10, 0.08, -0.14, -0.18, -0.27, 0.10, -0.28, -0.16, 0.11, 0.11, 0.09, 0.08, -0.14, -0.21, -0.18, 0.07, 0.14, -0.14, 0.09, 0.08, -0.17, 0.11, 0.11, 0.12, 0.12, -0.04, -0.55, -0.23, -0.12, -0.02, -0.08, -0.09, -0.08, -0.01, 0.08, 0.10, 0.10, 0.10, 0.12],
  "spin_multiplicity": 7,
  "lumo_energy_ev": [0.06, 0.06],
  "total_energy_ev": -58120.9231,
  "homo_energy_ev": [-7.227, -7.305]
}